[1]
One molecule with the formula C5H6O, computed with ωB97M-V with the def2-TZVPD basis set.

```
12
Properties=species:S:1:pos:R:3:forces:R:3
C 0.0750 -2.3330 1.4517 -0.2 0.4 -0.2
C -0.3522 -1.3697 0.8692 0.2 -0.4 0.2
C -0.8861 -0.1989 0.1670 -0.1 0.0 -0.1
C 0.1217 0.9251 0.0342 0.0 -0.1 0.2
C 0.8479 1.1521 -1.2145 0.3 -0.1 -0.1
O -0.2652 1.9603 -0.8518 -0.1 0.2 0.0
H 0.4404 -3.1940 1.9673 0.0 0.2 -0.1
H -1.7674 0.1762 0.7027 0.1 -0.1 0.0
H -1.2255 -0.4860 -0.8353 0.1 0.0 0.1
H 0.5704 1.2698 0.9683 -0.1 -0.1 -0.2
H 0.6856 0.4809 -2.0594 0.0 0.1 0.2
H 1.8124 1.6581 -1.1947 -0.2 -0.1 0.0
```
Positions in Å, forces in eV/Å.

multiplicity = 1
frontier orbital gap = 0.4120 Eh
total charge = 0
ΔE to the lowest compared entry with this formula, charge and spin = 263.55 kJ/mol
lowest unoccupied orbital energy = 1.04 eV

[2]
A 2-piece molecular cluster, C5H6O overall in a non-equilibrium geometry, computed with ωB97M-V with the def2-TZVPD basis set.

```
12
Properties=species:S:1:pos:R:3:forces:R:3
C -0.9891 0.6052 2.4111 0.2 0.0 -0.4
C -0.5600 0.6937 1.2889 -0.4 0.0 0.5
C -0.0949 1.0862 -0.0432 -0.9 1.2 -0.1
O -0.8374 1.1432 -1.0280 0.0 0.6 0.6
H -1.3841 0.5510 3.4009 0.1 -0.1 -0.1
H 0.8098 1.7084 0.0328 0.0 -0.1 -0.1
C 0.9750 -0.5557 -0.7352 0.5 -1.2 -0.8
C -0.1140 -1.2649 -1.1521 0.3 -0.3 0.1
H 1.3424 0.2686 -1.3277 -0.4 0.6 0.6
H 1.7495 -1.0529 -0.1630 0.4 -0.5 -0.6
H -1.1180 -0.8496 -1.2285 0.5 0.2 -0.8
H 0.0230 -2.3074 -1.4063 -0.3 -0.5 1.0
```
Positions in Å, forces in eV/Å.

multiplicity = 1
frontier orbital gap (alpha / beta) = 0.3215 / 0.3216 Eh
total charge = 0
ΔE to the lowest compared entry with this formula, charge and spin = 519.41 kJ/mol
lowest unoccupied orbital energy (alpha / beta) = -0.46 / -0.46 eV

[3]
One molecule with the formula C5H6O, computed with ωB97M-V with the def2-TZVPD basis set.

```
12
Properties=species:S:1:pos:R:3:forces:R:3
C -1.7232 0.3455 -0.0295 -0.1 0.1 0.0
C -0.8477 -0.8773 -0.3206 -0.1 -0.1 0.0
C 0.4955 -0.4429 -0.6688 0.5 0.2 0.1
C 1.5835 0.0875 -0.6190 -0.6 -0.2 0.3
C 2.5406 0.5440 0.3712 0.1 0.2 0.2
O 2.2435 1.3915 1.1820 0.4 -0.2 -0.3
H -1.2122 1.0088 0.6753 -0.1 -0.2 -0.1
H -1.9007 0.9151 -0.9445 -0.1 -0.1 0.1
H -2.6819 0.0388 0.3960 0.1 0.1 -0.1
H -1.2894 -1.5527 -1.0560 0.0 0.1 0.0
H -0.7024 -1.4557 0.6025 -0.1 0.0 -0.2
H 3.4945 -0.0027 0.4114 0.1 0.1 0.0
```
Positions in Å, forces in eV/Å.

multiplicity = 1
frontier orbital gap = 0.3895 Eh
total charge = 0
ΔE to the lowest compared entry with this formula, charge and spin = 221.97 kJ/mol
lowest unoccupied orbital energy = 0.46 eV

[4]
One molecule with the formula C5H6O in a non-equilibrium geometry, computed with ωB97M-V with the def2-TZVPD basis set.

```
12
Properties=species:S:1:pos:R:3:forces:R:3
C -1.6639 1.5890 1.6568 0.2 -0.8 0.4
C -1.2660 0.6881 0.9637 -0.1 0.4 0.3
C -0.7253 -0.0857 -0.1458 -0.1 0.1 -0.1
C 0.8092 -0.2051 -0.0756 -0.1 0.1 -0.1
C 1.4091 -1.0218 -1.1926 -0.2 -0.1 -0.2
O 0.7620 -1.6388 -2.0041 0.3 0.3 0.3
H -1.9861 2.1875 2.4700 -0.1 0.3 0.0
H -1.1238 0.5275 -0.9593 0.7 -0.3 -0.6
H -1.1670 -1.0737 -0.3089 0.0 0.1 0.4
H 1.3010 0.7757 -0.0454 -0.1 -0.1 -0.1
H 1.1288 -0.6947 0.8616 -0.2 0.1 -0.2
H 2.5219 -1.0480 -1.2205 -0.2 0.0 0.0
```
Positions in Å, forces in eV/Å.

multiplicity = 1
frontier orbital gap = 0.3959 Eh
total charge = 0
ΔE to the lowest compared entry with this formula, charge and spin = 194.86 kJ/mol
lowest unoccupied orbital energy = 0.88 eV